Entry 1:
The following is a quantum chemistry calculation of the ion C8H12NO with charge +1 at a distorted geometry, from the OMol25 dataset.

Calculated values
gap between HOMO and LUMO (alpha / beta)	6.9604 / 5.8623	eV

ORCA input file:
```
! RIJCOSX wB97M-V def2-TZVPD def2/J DEFGRID3
* xyz 1 1
C -1.112 1.560 -0.870
C -0.061 1.004 -1.589
C -2.098 0.998 -0.053
C 0.265 -0.331 -1.762
C -2.155 -0.077 0.831
C 1.905 -0.216 -3.439
C -1.150 -0.686 1.568
C 1.077 -0.951 2.485
N 0.123 -0.337 1.597
O 1.144 -0.826 -2.617
H -1.302 2.598 -1.121
H 0.490 1.713 -2.196
H -3.041 1.535 -0.111
H -3.152 -0.408 1.082
H -0.248 -1.111 -1.220
H 1.928 0.858 -3.545
H 2.538 -0.841 -4.046
H -1.426 -1.489 2.238
H 2.062 -0.524 2.322
H 0.802 -0.795 3.530
H 1.128 -2.027 2.308
H 0.420 0.458 1.045
*
```

natural (NBO) atomic charge list, values in e, 6 entries: -0.251 -0.260 -0.090 0.106 -0.347 0.092



Entry 2:
The following is a quantum chemistry calculation of a cluster of 2 separate species, C8H12NO2PS in total at a distorted geometry, from the OMol25 dataset.

Calculated values
gap between HOMO and LUMO	6.6703	eV

ORCA input file:
```
! RIJCOSX wB97M-V def2-TZVPD def2/J DEFGRID3
* xyz 0 1
C 4.045 -0.043 0.831
C 3.620 1.227 0.438
C 3.338 -1.113 0.178
C 2.505 1.400 -0.361
C 2.378 -0.892 -0.723
C 1.836 0.375 -0.912
C -4.659 1.070 0.042
C -3.206 0.540 0.385
N -0.508 -1.621 0.564
O -1.731 -2.514 -1.544
O -2.937 -0.664 -0.305
P -1.534 -1.340 -0.691
S 0.435 0.729 -1.942
H 4.941 -0.159 1.477
H 4.172 2.061 0.785
H 3.711 -2.060 0.609
H 2.147 2.433 -0.472
H 2.144 -1.786 -1.384
H -4.903 1.523 -0.950
H -5.351 0.231 0.083
H -4.945 1.837 0.868
H -3.222 0.298 1.522
H -2.377 1.177 0.389
H 0.402 -1.953 0.034
H -0.301 -0.756 1.080
*
```

natural (NBO) atomic charge list, values in e, 6 entries: -0.222 -0.197 -0.201 -0.240 -0.297 -0.177



Entry 3:
The following is a quantum chemistry calculation of the ion C8H12NO4S2 with charge -1 at a distorted geometry, from the OMol25 dataset.

Calculated values
gap between HOMO and LUMO (alpha / beta)	5.1063 / 4.3215	eV
expectation value of S²	2.007

ORCA input file:
```
! RIJCOSX wB97M-V def2-TZVPD def2/J DEFGRID3
* xyz -1 3
C -4.269 -1.039 0.063
C 1.149 -2.034 -0.360
C -2.776 1.376 0.179
C -2.991 -0.064 -0.438
C -0.653 -0.098 -0.282
C 2.465 0.834 -0.393
C 1.879 0.221 0.829
C 0.827 -0.790 0.455
N -1.844 -0.873 -0.114
O -5.322 -0.731 -0.383
O 2.286 -2.398 -0.459
O -3.840 -1.930 0.769
O 0.112 -2.712 -0.905
S -1.001 1.705 0.264
S 0.102 -1.480 1.986
H -3.147 2.162 -0.446
H -3.330 1.375 1.218
H -3.224 -0.035 -1.531
H -0.439 -0.093 -1.390
H 1.718 0.641 -1.157
H 2.496 1.899 -0.457
H 3.574 0.507 -0.671
H 1.471 1.115 1.424
H 2.675 -0.198 1.475
H -2.024 -1.408 0.800
H -0.798 -2.283 -0.542
H -0.773 -0.582 2.155
*
```

natural (NBO) atomic charge list, values in e, 6 entries: 0.815 0.381 -0.547 -0.206 -0.102 -0.618



Entry 4:
The following is a quantum chemistry calculation of the ion C8H12NS with charge +1 at a distorted geometry, from the OMol25 dataset.

Calculated values
gap between HOMO and LUMO	7.5184	eV
SMILES	Cc1ccccc1C[NH2+]S

ORCA input file:
```
! RIJCOSX wB97M-V def2-TZVPD def2/J DEFGRID3
* xyz 1 1
C 0.389 -2.297 -0.615
C 0.925 -0.802 -0.200
C 2.510 -0.709 0.305
C 3.163 0.765 0.702
C 2.192 2.104 0.592
C 0.620 1.975 0.099
C -0.056 0.506 -0.317
C -1.611 0.524 -0.835
N -2.568 -0.321 -0.025
S -2.778 0.183 1.636
H 0.162 -2.261 -1.777
H -0.544 -2.552 0.045
H 1.188 -3.155 -0.392
H 3.195 -1.682 0.392
H 4.293 0.864 1.031
H 2.654 3.162 0.852
H -0.012 2.980 0.039
H -1.646 0.215 -1.977
H -2.005 1.649 -0.773
H -3.521 -0.215 -0.488
H -2.369 -1.365 -0.073
H -4.181 0.434 1.778
*
```

natural (NBO) atomic charge list, values in e, 6 entries: -0.677 0.012 -0.225 -0.174 -0.225 -0.192



Entry 5:
The following is a quantum chemistry calculation of a cluster of 2 separate species, C8H12O2 in total at a distorted geometry, from the OMol25 dataset.

Calculated values
gap between HOMO and LUMO	8.6135	eV
SMILES	Cc1ccc(O)cc1.CO

ORCA input file:
```
! RIJCOSX wB97M-V def2-TZVPD def2/J DEFGRID3
* xyz 0 1
C 1.441 -0.538 -2.800
O 0.105 -0.009 -2.817
H 0.086 0.827 -3.355
H 1.202 -1.215 -1.953
H 2.114 0.337 -2.543
H 1.644 -0.913 -3.800
C -0.038 1.582 3.018
C -1.068 1.007 0.918
C -0.152 0.577 1.825
C -1.275 0.312 -0.311
C -0.687 -0.952 -0.363
C 0.369 -0.774 1.794
C 0.044 -1.536 0.705
O -0.698 -1.834 -1.415
H -1.717 1.890 0.999
H -1.811 0.808 -1.058
H -0.615 2.426 2.850
H 1.029 1.915 3.249
H 1.093 -0.966 2.623
H -0.900 -1.486 -2.293
H 0.142 -2.618 0.750
H -0.306 1.162 3.976
*
```

natural (NBO) atomic charge list, values in e, 6 entries: -0.275 -0.768 0.472 0.233 0.170 0.174



Entry 6:
The following is a quantum chemistry calculation of the molecule C8H12O4S at a distorted geometry, from the OMol25 dataset.

Calculated values
gap between HOMO and LUMO	10.1051	eV

ORCA input file:
```
! RIJCOSX wB97M-V def2-TZVPD def2/J DEFGRID3
* xyz 0 1
C 0.723 -0.235 1.762
C -0.013 -0.066 0.683
C -1.307 0.553 0.421
C 2.050 -0.882 1.692
C 0.968 -0.824 -0.977
C 0.034 -1.752 -1.672
C 1.494 0.359 -1.714
C -3.023 1.852 1.402
O -1.880 0.536 -0.641
O 3.549 -1.336 -0.462
O 1.905 -3.052 0.165
O -1.777 1.172 1.518
S 2.232 -1.659 0.027
H 0.378 0.093 2.738
H 2.865 -0.171 1.805
H 2.159 -1.676 2.428
H -0.152 -2.627 -1.052
H 0.486 -2.085 -2.609
H -0.906 -1.252 -1.896
H 2.058 0.023 -2.587
H 2.167 0.939 -1.084
H 0.673 0.991 -2.051
H -3.466 1.648 0.425
H -2.845 2.924 1.512
H -3.678 1.498 2.198
*
```

natural (NBO) atomic charge list, values in e, 6 entries: -0.151 -0.071 0.735 -0.679 -0.148 -0.679



Entry 7:
The following is a quantum chemistry calculation of a cluster of 2 separate species, C8H12O6 in total at a distorted geometry, from the OMol25 dataset.

Calculated values
gap between HOMO and LUMO (alpha / beta)	9.9001 / 2.6779	eV
expectation value of S²	0.761

ORCA input file:
```
! RIJCOSX wB97M-V def2-TZVPD def2/J DEFGRID3
* xyz 1 2
C 0.516 0.004 -3.063
C 1.880 -0.441 -2.538
C 2.179 -0.568 -1.020
O 2.352 -1.885 -0.713
C 2.250 -2.640 -1.873
O 2.418 -3.803 -2.055
O 1.808 -1.844 -2.891
H 0.508 1.001 -2.622
H -0.255 -0.628 -2.621
H 0.323 0.214 -4.115
H 2.617 0.167 -3.063
H 1.318 -0.153 -0.495
H 3.069 0.047 -0.890
C -1.938 0.602 0.510
C -1.598 1.211 1.855
C -2.433 0.760 3.031
O -1.535 0.550 4.089
C -0.236 0.713 3.637
O 0.788 0.626 4.317
O -0.277 0.996 2.333
H -1.917 -0.465 0.731
H -1.193 0.913 -0.223
H -2.863 0.967 0.065
H -1.669 2.281 1.659
H -2.932 -0.126 2.639
H -3.181 1.501 3.313
*
```

natural (NBO) atomic charge list, values in e, 6 entries: -0.587 0.078 -0.105 -0.395 0.939 -0.291



Entry 8:
The following is a quantum chemistry calculation of the molecule C8H12S2 at a distorted geometry, from the OMol25 dataset.

Calculated values
gap between HOMO and LUMO	8.0865	eV
SMILES	C[C@H]1C[C@@]23C[C@@]2(S)C[C@H]1S3

ORCA input file:
```
! RIJCOSX wB97M-V def2-TZVPD def2/J DEFGRID3
* xyz 0 1
C -0.284 0.322 1.263
C 0.671 -0.654 -1.575
C 1.534 -1.614 0.720
C -0.819 0.950 -0.037
C -0.709 -0.204 -1.049
C 0.200 -1.079 0.963
C 1.503 -0.579 -0.322
C -2.216 1.492 0.131
S -1.149 -1.719 -0.015
S 2.611 0.782 0.018
H 0.561 1.044 1.616
H -1.088 0.254 1.919
H 0.415 -1.615 -1.863
H 0.938 0.002 -2.449
H 2.228 -1.494 1.435
H 1.439 -2.697 0.320
H -0.130 1.800 -0.349
H -1.473 -0.026 -1.800
H -2.827 0.674 0.764
H -2.667 1.684 -0.989
H -2.162 2.506 0.575
H 3.424 0.171 0.724
*
```

natural (NBO) atomic charge list, values in e, 6 entries: -0.452 -0.477 -0.447 -0.270 -0.240 -0.151



Entry 9:
The following is a quantum chemistry calculation of a structure of composition C8H13AuCl2N3O3Tm at a distorted geometry, from the OMol25 dataset.

Calculated values
gap between HOMO and LUMO (alpha / beta)	7.5120 / 4.9113	eV
expectation value of S²	6.027

ORCA input file:
```
! RIJCOSX wB97M-V def2-TZVPD def2/J DEFGRID3
* xyz 4 5
Au -0.252 0.644 -5.235
Tm -0.265 0.868 -0.828
Cl -0.801 1.638 -3.225
Cl 0.311 -1.329 -1.921
C -0.219 -1.129 0.643
C -0.320 1.175 -7.160
C 0.420 -0.576 -6.638
O 0.016 -2.068 1.268
O -0.487 1.881 -8.078
O 0.908 -1.435 -7.263
C 2.286 3.039 2.992
N 0.992 2.364 3.077
C 0.229 2.749 4.287
C 0.443 1.885 1.946
N 0.998 1.950 0.729
N -0.784 1.198 1.984
C -1.022 0.366 3.198
C -1.974 1.935 1.519
H 2.578 3.348 3.999
H 2.221 3.941 2.364
H 3.068 2.368 2.623
H -0.801 3.038 4.057
H 0.234 1.957 5.048
H 0.722 3.620 4.730
H 1.910 2.400 0.728
H -1.522 0.935 4.002
H -1.646 -0.492 2.922
H -0.058 -0.014 3.576
H -2.100 2.897 2.050
H -1.942 2.147 0.425
H -2.858 1.313 1.712
*
```

natural (NBO) atomic charge list, values in e, 6 entries: 1.049 1.908 -0.485 -0.464 0.420 0.477



Entry 10:
The following is a quantum chemistry calculation of a structure of composition C8H13CaN4O3S, from the OMol25 dataset.

Calculated values
gap between HOMO and LUMO (alpha / beta)	5.8866 / 5.6273	eV

ORCA input file:
```
! RIJCOSX wB97M-V def2-TZVPD def2/J DEFGRID3
* xyz -1 1
Ca 0.821 0.643 -0.888
N 0.411 0.143 1.523
N -0.451 1.209 1.867
C -0.163 2.516 1.363
O -0.648 3.451 1.991
O 0.523 2.538 0.287
H -0.143 -0.714 1.473
H 1.163 0.032 2.196
H -0.777 1.222 2.822
C 2.570 -1.619 -3.067
O 3.570 -0.770 -2.563
C 3.081 0.205 -1.698
C 4.262 1.036 -1.283
H 3.049 -2.362 -3.706
H 1.836 -1.058 -3.658
H 2.038 -2.132 -2.256
H 4.756 1.515 -2.142
H 5.034 0.430 -0.782
H 3.965 1.827 -0.590
S -1.408 -0.819 -1.771
C -2.256 -0.904 -0.243
N -3.444 -0.197 -0.208
C -4.202 -0.094 0.960
C -3.786 -0.831 2.036
C -2.636 -1.598 1.927
N -1.853 -1.605 0.774
H -3.631 0.382 -1.007
H -5.052 0.568 0.943
H -4.351 -0.802 2.958
H -2.278 -2.212 2.742
*
```

natural (NBO) atomic charge list, values in e, 6 entries: 1.697 -0.747 -0.543 0.867 -0.719 -0.910



| no. | total energy (eV) |
| --- | --- |
| 1 | -12017.726 |
| 2 | -34198.509 |
| 3 | -39836.660 |
| 4 | -20799.408 |
| 5 | -12583.544 |
| 6 | -27513.449 |
| 7 | -20763.984 |
| 8 | -30157.121 |
| 9 | -77338.001 |
| 10 | -49884.862 |